Arrangement a

DFT (wB97M-V/def2-TZVPD) results for an isolated molecule of CH5NO2Si.

Values from the calculation:
HOMO (eV): -9.85
LUMO (eV): -0.52

Structure (XYZ):
```
10
CH5NO2Si wB97M-V/def2-TZVPD
Si 1.28 0.02 0.57
N -0.48 0.22 -0.12
C -1.01 -0.12 -1.24
H -2.05 -0.19 -1.30
O 1.06 0.30 2.04
O -1.24 0.20 1.03
H -0.61 0.25 1.73
H -0.37 -0.31 -1.95
H 1.56 -1.25 -0.19
H 1.86 0.87 -0.56
```

Mulliken atomic charge list, values in e, 6 entries: number 1, Si, carries 0.2139; number 2, N, carries 0.2153; number 3, C, carries -0.3164; number 4, H, carries 0.3030; number 5, O, carries -0.6388; number 6, O, carries -0.3633



Arrangement b

DFT (wB97M-V/def2-TZVPD) results for an isolated molecule of CH5NO2Si.

Values from the calculation:
HOMO (eV): -9.31
SMILES: C=[N+]([O-])O[SiH3]
LUMO (eV): 0.68

Structure (XYZ):
```
10
CH5NO2Si wB97M-V/def2-TZVPD
H 1.12 -1.83 -1.30
C 0.12 2.14 0.66
O 0.55 0.06 -0.21
H -0.24 2.60 1.50
O -1.24 0.37 1.10
Si -0.09 -1.47 -0.60
N -0.30 0.91 0.54
H -0.43 -2.47 0.51
H 1.12 2.57 0.22
H -1.18 -0.93 -1.57
```

Mulliken atomic charge list, values in e, 6 entries: number 1, H, carries -0.1099; number 2, C, carries -0.4340; number 3, O, carries -0.2488; number 4, H, carries 0.2746; number 5, O, carries -0.6667; number 6, Si, carries 0.3836



arrangement a ends up most stable, edging out the next structure by 152.0 kJ/mol.



Arrangement a

DFT (wB97M-V/def2-TZVPD) results for an isolated molecule of CH5NO2Si.

Values from the calculation:
HOMO (eV): -9.72
SMILES: CN(O)[SiH]=O
LUMO (eV): -0.27

Structure (XYZ):
```
10
CH5NO2Si wB97M-V/def2-TZVPD
H 1.18 0.05 -1.56
H -1.81 -1.46 -0.52
Si 0.83 -2.11 1.09
H -0.43 -2.76 1.65
H 1.41 0.74 0.17
O -0.90 -1.41 -0.92
C 0.63 0.28 -0.57
N -0.03 -0.80 0.04
O 2.16 -2.49 1.85
H -0.08 0.99 -0.81
```

Mulliken atomic charge list, values in e, 6 entries: number 1, H, carries 0.2532; number 2, H, carries 0.3446; number 3, Si, carries 0.5336; number 4, H, carries -0.0458; number 5, H, carries 0.2462; number 6, O, carries -0.4376



Arrangement b

DFT (wB97M-V/def2-TZVPD) results for an isolated molecule of CH5NO2Si.

Values from the calculation:
HOMO (eV): -10.88
SMILES: O=[N+]([O-])C[SiH3]
LUMO (eV): 0.37

Structure (XYZ):
```
10
CH5NO2Si wB97M-V/def2-TZVPD
H 0.81 -1.30 -0.56
Si -0.67 0.77 -1.04
N 0.21 -0.62 1.37
O 0.42 0.16 2.28
H -0.37 0.44 -2.34
O -0.36 -1.68 1.48
C 0.61 -0.30 0.01
H 1.54 0.28 0.19
H -0.33 2.15 -0.80
H -1.86 0.10 -0.59
```

Mulliken atomic charge list, values in e, 6 entries: number 1, H, carries 0.3222; number 2, Si, carries 0.4941; number 3, N, carries 0.8481; number 4, O, carries -0.5453; number 5, H, carries -0.1179; number 6, O, carries -0.5223



arrangement a ends up most stable, edging out the next structure by 143.3 kJ/mol.



Arrangement a

DFT (wB97M-V/def2-TZVPD) results for a cluster of 2 separate species, C9H14O in total.

Values from the calculation:
Spin multiplicity: 2
HOMO (spin up / spin down) (eV): 0.89 / -3.38
Total charge: -1
LUMO (spin up / spin down) (eV): 3.90 / 3.78

Structure (XYZ):
```
24
C9H14O wB97M-V/def2-TZVPD
H -1.52 -3.51 -1.09
H -0.27 1.54 3.00
C -0.17 1.49 -0.42
C 0.26 1.33 0.92
H 3.54 0.66 0.25
C -1.68 -2.43 -0.98
H -1.35 2.30 1.92
H 0.34 1.35 -2.49
H -1.46 0.59 1.97
H -1.49 -0.90 0.56
H -2.27 -2.47 1.08
H -1.21 1.78 -0.56
H -2.67 -2.17 -1.32
H 1.91 0.85 2.15
C 2.50 0.88 0.07
C 1.57 1.02 1.14
C 1.99 0.79 -1.23
C -1.52 -1.98 0.48
C 0.70 1.17 -1.48
H -0.95 -1.99 -1.65
H -0.60 -2.37 0.91
O 2.81 0.32 -2.24
H 2.31 0.34 -3.04
C -0.75 1.40 2.04
```

Mulliken atomic charge list, values in e, 6 entries: number 1, H, carries 0.3133; number 2, H, carries 0.3483; number 3, C, carries -0.8491; number 4, C, carries 0.2412; number 5, H, carries 0.3259; number 6, C, carries -0.9841



Arrangement b

DFT (wB97M-V/def2-TZVPD) results for a cluster of 2 separate species, C9H14O in total.

Values from the calculation:
Spin multiplicity: 2
HOMO (spin up / spin down) (eV): 1.33 / -3.34
Total charge: -1
LUMO (spin up / spin down) (eV): 3.45 / 3.34

Structure (XYZ):
```
24
C9H14O wB97M-V/def2-TZVPD
H 3.67 0.60 3.12
H -3.35 -2.25 -0.69
H -4.62 0.30 -1.60
H -5.44 -0.70 -0.58
C 3.90 0.77 2.09
C 2.73 0.46 1.23
H -0.47 0.02 -2.03
H -3.79 0.09 0.02
C 1.79 -0.17 -0.95
H -0.49 1.20 1.04
H 4.85 0.39 1.87
H 1.50 1.49 2.53
H 2.03 -0.62 -1.95
C -4.40 -0.41 -0.87
C -3.56 -1.55 -1.50
C 2.83 -0.04 -0.08
C 0.58 0.23 -0.48
H -2.70 -1.21 -2.07
C 0.39 0.80 0.74
C 1.52 0.90 1.59
H 3.74 -0.40 -0.39
O -0.55 0.30 -1.17
H -4.24 -1.98 -2.12
H 4.09 1.76 2.24
```

Mulliken atomic charge list, values in e, 6 entries: number 1, H, carries 0.4556; number 2, H, carries 0.2423; number 3, H, carries 0.3255; number 4, H, carries 0.3373; number 5, C, carries -1.6113; number 6, C, carries 1.0775



arrangement a ends up most stable, edging out the next structure by 163.7 kJ/mol.